No. 1
# C18H36F4N5O13S4Sr

C18H36F4N5O13S4Sr as an isolated structure (the ωB97M-V functional and the def2-TZVPD basis, the OMol25 dataset).

```
81
C18H36F4N5O13S4Sr (the ωB97M-V functional and the def2-TZVPD basis)
Sr -0.0856 -0.4635 0.1431
C 5.0116 -0.8137 -1.6438
C 3.9077 -0.8046 -0.5403
C 4.6231 -0.1297 0.7242
C 4.7537 1.3822 0.7780
C 3.4686 2.0462 0.3001
C 2.8675 1.4743 -1.0284
N 2.6553 -0.0080 -0.9156
O 1.7550 -0.5540 -1.8038
C 3.7131 1.9524 -2.2128
C 1.5119 2.2669 -1.2256
C 3.5375 -2.2466 -0.1965
H 4.5260 -1.0142 -2.5989
H 5.6606 -1.6847 -1.5530
H 5.6724 0.0479 -1.7394
H 5.5917 -0.6133 0.8511
H 4.1333 -0.4528 1.6427
H 5.5715 1.5559 0.0786
H 5.1000 1.6801 1.7676
H 3.6566 3.1194 0.2659
H 2.8511 1.9799 1.1959
H 4.7973 1.8910 -2.1188
H 3.5167 2.9943 -2.4658
H 3.4165 1.4052 -3.1076
H 0.6312 1.9603 -0.6612
H 1.0824 2.3845 -2.2205
H 1.7563 3.3014 -0.9843
H 4.2427 -2.7431 0.4699
H 3.0373 -2.9257 -0.8870
H 2.6474 -2.1833 0.4294
C -1.3599 -1.6394 -2.4958
C -2.7578 -1.0307 -2.1612
C -3.5242 -2.2900 -1.6479
C -4.8909 -1.9862 -1.0555
C -4.7516 -0.9817 0.0713
C -3.9475 0.2973 -0.2878
N -2.6677 -0.0724 -1.0218
O -1.8237 1.0329 -1.2720
C -3.6256 0.9649 1.1313
C -4.8656 1.3100 -1.0357
C -3.4268 -0.4353 -3.5357
H -0.7146 -0.8500 -2.8810
H -1.3708 -2.4704 -3.2011
H -0.7994 -1.9483 -1.6134
H -2.9634 -2.8685 -0.9139
H -3.6278 -2.9351 -2.5205
H -5.4362 -2.8942 -0.7979
H -5.5909 -1.5083 -1.7409
H -4.2743 -1.5525 0.8679
H -5.7960 -0.7720 0.3021
H -3.2814 0.2181 1.8468
H -4.3724 1.6664 1.5032
H -2.8482 1.7201 1.0153
H -5.4024 0.7889 -1.8284
H -4.2982 2.1033 -1.5223
H -5.6116 1.7131 -0.3507
H -4.0251 0.4593 -3.3628
H -4.1226 -1.1721 -3.9368
H -2.6477 -0.1050 -4.2227
N 0.1410 3.1131 3.9988
S 0.7890 4.3852 3.3965
O 0.2428 5.6320 3.9914
O 1.2676 4.4157 2.0294
F 2.2032 4.1970 4.1437
S -0.9231 2.8374 2.6732
O -0.4504 1.8583 1.7015
O -1.7078 3.9748 2.1570
F -1.9452 1.9934 3.5636
N -0.9355 -2.5246 0.9578
S -1.4174 -2.5769 2.6230
O -0.4469 -2.9719 3.6678
O -2.8435 -2.9035 2.8482
F -1.5181 -0.9150 2.7329
S -0.5214 -4.0033 0.9901
O -1.5566 -5.0016 0.7652
O 0.6945 -4.2815 1.6653
F 0.0620 -3.8700 -0.5124
N 2.0383 -0.7384 3.1366
O 1.3840 -0.4149 2.1639
O 2.0325 0.0147 4.1086
O 2.6252 -1.7873 3.1229
```

Properties
Gap between HOMO and LUMO = 4.87 eV
ΔE to the lowest compared entry with this formula, charge and spin = 4.563 eV
E = -108356.9354 eV
Total charge = -3

=====

No. 2
# C18H36NO2

An isolated ion of composition C18H36NO2 and charge +1 (the ωB97M-V functional and the def2-TZVPD basis, the OMol25 dataset).

```
57
C18H36NO2 (the ωB97M-V functional and the def2-TZVPD basis)
C 0.6378 3.8744 1.5833
O 1.5691 3.5916 0.5465
C 1.3031 2.5962 -0.2799
O 0.3041 1.9067 -0.1954
C 2.3743 2.4323 -1.3231
C 2.9979 1.0323 -1.2667
C 3.7133 0.7792 0.0597
C 4.5621 -0.4953 0.0544
C 3.7923 -1.7841 -0.2400
C 2.7977 -2.1622 0.8584
C 1.8137 -3.2439 0.4048
C 0.7043 -2.6880 -0.4918
C -0.3703 -1.9474 0.3168
C -1.0832 -0.9434 -0.5846
N -2.2982 -0.2813 -0.0157
C -1.9561 0.3189 1.2847
C -3.4052 -1.2650 0.1144
C -4.7373 -0.6299 0.4974
C -5.1330 0.4319 -0.5225
C -4.0171 1.4649 -0.6358
C -2.6937 0.7900 -0.9757
H -0.3643 4.0046 1.1695
H 0.9760 4.7942 2.0518
H 0.6266 3.0630 2.3143
H 3.1324 3.1981 -1.1642
H 1.9150 2.5832 -2.3028
H 2.2085 0.2938 -1.4152
H 3.7112 0.9380 -2.0864
H 4.3751 1.6225 0.2685
H 2.9791 0.7402 0.8678
H 5.0523 -0.5888 1.0255
H 5.3446 -0.3831 -0.6988
H 3.2775 -1.6838 -1.1959
H 4.5123 -2.5968 -0.3516
H 3.3526 -2.5208 1.7265
H 2.2437 -1.2767 1.1724
H 1.3608 -3.7224 1.2752
H 2.3639 -4.0111 -0.1409
H 1.1459 -2.0047 -1.2181
H 0.2392 -3.5015 -1.0501
H -1.0607 -2.6818 0.7329
H 0.1140 -1.4268 1.1419
H -1.3805 -1.4413 -1.5103
H -0.3795 -0.1431 -0.8268
H -1.0811 0.9535 1.1494
H -2.7781 0.9223 1.6562
H -1.7402 -0.4595 2.0117
H -3.5168 -1.7644 -0.8510
H -3.1209 -2.0106 0.8576
H -5.4876 -1.4203 0.5269
H -4.6885 -0.1947 1.4959
H -6.0613 0.9141 -0.2205
H -5.3025 -0.0361 -1.4938
H -4.2413 2.1735 -1.4335
H -3.9420 2.0386 0.2883
H -1.8834 1.5211 -0.9987
H -2.7775 0.3299 -1.9628
```

Properties
Gap between HOMO and LUMO = 11.37 eV
SMILES = COC(=O)CCCCCCCCCC[N+]1(C)CCCCC1
ΔE to the lowest compared entry with this formula, charge and spin = 0.000 eV
E = -24830.6661 eV
Total charge = +1

=====

No. 3
# C18H36NO9P2

A 4-piece molecular cluster, C18H36NO9P2 overall (the ωB97M-V functional and the def2-TZVPD basis, the OMol25 dataset).

```
66
C18H36NO9P2 (the ωB97M-V functional and the def2-TZVPD basis)
C -3.7415 0.2578 2.3722
C -4.8363 -0.6630 1.8325
C -4.4888 -2.1403 2.0334
C -5.1182 -3.0641 1.0003
N -4.3994 -4.3550 0.8684
P -3.2486 -4.5462 -0.2895
P -2.1355 -2.7587 -0.7829
C -2.0030 -2.8396 -2.6086
C -0.4512 -3.1899 -0.1830
H -4.1517 1.2220 2.6692
H -3.2697 -0.1712 3.2586
H -2.9661 0.4370 1.6261
H -5.7800 -0.4302 2.3265
H -4.9801 -0.4806 0.7647
H -3.4006 -2.2504 1.9776
H -4.7906 -2.4629 3.0334
H -6.1517 -3.3002 1.2490
H -5.1415 -2.5839 0.0193
H -4.1078 -4.7215 1.7681
H -3.8760 -5.0310 -1.4432
H -2.4843 -5.6178 0.1813
H -2.6535 -2.0791 -3.0302
H -0.9607 -2.5640 -2.7736
H -2.2180 -3.8010 -3.0698
H -0.3661 -4.1929 0.2328
H -0.1776 -2.4709 0.5840
H 0.2402 -3.1011 -1.0223
C 2.7852 -3.7178 -6.9499
C 2.8974 -3.5421 -5.4621
C 2.3763 -4.6838 -4.6068
O 1.9285 -4.0014 -3.4209
C 1.6368 -2.7277 -3.7640
O 1.0844 -1.9496 -3.0404
O 2.0455 -2.4597 -5.0064
H 3.4598 -4.5090 -7.2775
H 1.7657 -3.9806 -7.2336
H 3.0611 -2.7984 -7.4626
H 3.9177 -3.2824 -5.1698
H 3.1196 -5.4267 -4.3352
H 1.5150 -5.1661 -5.0750
C -0.1551 3.0054 0.8606
C -0.2861 3.3020 2.3304
C -1.6629 3.7194 2.8140
O -1.3539 4.5728 3.9188
C -0.1251 5.1071 3.7037
O 0.3510 6.0006 4.3208
O 0.4863 4.4626 2.6793
H -0.7174 2.1034 0.6127
H -0.5386 3.8350 0.2662
H 0.8885 2.8465 0.5929
H 0.0888 2.4688 2.9338
H -2.2845 2.8949 3.1523
H -2.1938 4.3036 2.0577
C 3.6029 5.0136 3.1393
C 4.8938 4.7737 2.4087
C 5.7402 5.9941 2.0952
O 6.3907 5.6116 0.8770
C 5.6074 4.7045 0.2481
O 5.7582 4.3301 -0.8694
O 4.6256 4.2815 1.0775
H 3.7940 5.3324 4.1642
H 3.0057 5.7773 2.6422
H 3.0183 4.0959 3.1666
H 5.4999 4.0144 2.9120
H 6.4894 6.2318 2.8443
H 5.1158 6.8691 1.8986
```

Properties
Gap between HOMO and LUMO = 8.84 eV
E = -57739.5122 eV
Total charge = +1

=====

No. 4
# C18H36O18

A 6-piece molecular cluster, C18H36O18 overall (the ωB97M-V functional and the def2-TZVPD basis, the OMol25 dataset).

```
72
C18H36O18 (the ωB97M-V functional and the def2-TZVPD basis)
C 8.0180 12.2226 -3.5337
O 8.1811 13.2696 -4.4719
C 7.4203 14.3585 -4.3344
O 6.5451 14.4438 -3.4186
O 7.9673 15.3271 -5.1190
C 7.6518 16.6429 -4.8237
H 7.1548 11.6255 -3.8277
H 7.9761 12.5704 -2.5016
H 8.8275 11.4980 -3.6216
H 8.4339 17.2650 -5.2589
H 7.5963 16.9060 -3.7674
H 6.7486 16.9889 -5.3263
C 14.3145 23.0040 10.5820
O 15.4256 22.1556 10.5686
C 15.3117 20.8886 11.1884
O 14.2683 20.5013 11.7416
O 16.3828 20.1992 10.8462
C 16.4075 18.8280 11.1340
H 13.7230 23.1470 11.4863
H 13.6175 22.7229 9.7925
H 14.6672 23.9899 10.2793
H 15.9382 18.5221 12.0690
H 17.4502 18.5116 11.1616
H 15.8693 18.3710 10.3036
C 23.5880 25.8084 0.6210
O 22.3543 26.2339 0.9789
C 21.2896 26.3290 0.1329
O 21.1849 25.7739 -0.9468
O 20.3189 27.0874 0.6570
C 19.0775 27.1580 0.0519
H 23.3511 24.7445 0.6164
H 24.2786 26.0525 1.4282
H 24.0350 26.1662 -0.3065
H 18.7602 26.1463 -0.2009
H 19.1375 27.6703 -0.9083
H 18.2471 27.5729 0.6233
C 9.1621 29.2624 6.8474
O 9.3937 30.5808 7.3221
C 10.5759 30.9327 8.0216
O 11.4080 30.1285 8.4210
O 10.5190 32.1948 8.3843
C 11.7023 32.9222 8.6893
H 9.8567 29.0068 6.0473
H 8.1453 29.2695 6.4549
H 9.2594 28.5283 7.6472
H 12.4847 32.7273 7.9558
H 12.0291 32.8105 9.7231
H 11.4175 33.9707 8.6018
C 14.1052 20.2242 -6.3983
O 13.6952 19.0203 -5.7920
C 14.0956 17.8611 -6.2803
O 14.6495 17.8017 -7.3654
O 13.9858 16.7683 -5.3626
C 14.2301 15.4849 -5.8679
H 14.0234 20.2687 -7.4843
H 15.1022 20.4198 -6.0036
H 13.4724 21.0171 -5.9996
H 15.1467 15.4694 -6.4575
H 13.5246 15.5087 -6.6985
H 14.0566 14.5863 -5.2758
C 12.6791 21.0193 1.2214
O 12.9123 22.4533 1.4251
C 13.1574 23.0082 2.6808
O 13.0717 22.3839 3.7600
O 13.5467 24.3345 2.5444
C 14.1517 25.0516 3.6281
H 13.3206 20.6146 0.4387
H 11.6492 20.9319 0.8753
H 12.9248 20.4952 2.1450
H 13.7349 24.5429 4.4973
H 13.8094 26.0861 3.6527
H 15.2280 24.8955 3.5540
```

Properties
Gap between HOMO and LUMO = 11.24 eV
SMILES = COC(=O)OC.COC(=O)OC.COC(=O)OC.COC(=O)OC.COC(=O)OC.COC(=O)OC
ΔE to the lowest compared entry with this formula, charge and spin = 4.394 eV
E = -56100.5125 eV
Total charge = 0

=====

No. 5
# C18H36O30RbS6

C18H36O30RbS6 as an isolated structure (the ωB97M-V functional and the def2-TZVPD basis, the OMol25 dataset).

```
91
C18H36O30RbS6 (the ωB97M-V functional and the def2-TZVPD basis)
Rb -0.7633 -0.2049 -0.0906
S -3.1091 -2.3418 -0.3271
O -2.0046 -3.1414 -0.8887
O -2.7799 -1.9578 1.0720
O -3.3810 -1.1047 -1.0266
O -4.3049 -3.1826 -0.3054
C 1.0125 -4.8270 1.8501
C 0.0457 -3.6848 2.0368
O 0.3814 -2.9859 3.2022
C 0.7030 -1.7283 3.2448
O 0.9666 -1.0830 2.2255
O 1.2013 -1.5951 4.4960
C 2.2783 -0.6847 4.7369
H 0.8080 -5.3866 0.9374
H 0.8593 -5.4413 2.7373
H 1.9954 -4.3561 1.8368
H -0.9730 -4.0722 2.0243
H 0.1401 -3.1049 1.1187
H 3.1351 -1.2868 5.0393
H 2.1696 0.2328 5.3154
H 2.6630 -0.4359 3.7479
C 1.5454 5.6068 -0.0763
C 2.1757 4.7919 -1.2419
O 3.0173 3.7223 -0.7456
C 2.6433 2.5147 -0.0807
O 1.4733 2.1879 0.1399
O 3.7648 1.8389 0.2086
C 3.6465 0.5695 0.8830
H 0.9251 5.0533 0.6287
H 0.8857 6.3836 -0.4631
H 2.3450 6.1399 0.4380
H 2.9111 5.3727 -1.7987
H 1.4426 4.4109 -1.9529
H 2.7772 0.0090 0.5391
H 3.6232 0.7984 1.9484
H 4.5013 -0.1069 0.8758
C -4.0177 2.0399 1.9471
C -3.6984 2.4514 0.4658
O -2.3224 2.6408 0.3738
S -1.8395 3.4483 1.7457
O -2.0474 4.9135 1.5701
O -0.4937 3.0126 2.1749
O -3.0732 2.7566 2.6865
H -3.8415 1.0275 2.3106
H -5.0149 2.3083 2.2958
H -4.3039 3.2694 0.0756
H -3.7786 1.6044 -0.2155
C 3.0211 0.2792 -4.4835
C 3.5694 0.3834 -3.0251
O 3.8879 -0.9425 -2.5917
S 2.8077 -1.9448 -3.4144
O 1.5304 -1.7679 -2.7267
O 3.3446 -3.2915 -3.5887
O 2.8447 -1.0538 -4.7544
H 3.7765 0.6415 -5.1809
H 2.0520 0.7725 -4.5582
H 2.7117 0.6957 -2.4292
H 4.4713 0.9885 -2.9334
C -1.5590 -3.6111 -3.6870
C -1.4101 -4.9399 -2.9204
O -1.0230 -5.9516 -3.8665
S -0.3887 -5.2937 -5.2502
O -0.8601 -6.0495 -6.4104
O 1.0121 -4.9782 -5.1779
O -1.0853 -3.8798 -4.9711
H -0.9616 -2.7782 -3.3163
H -2.5188 -3.0965 -3.7319
H -2.3917 -5.2829 -2.5934
H -0.7398 -4.9440 -2.0609
C -1.4297 1.7067 5.1339
C -1.5374 0.5590 6.0962
O -1.0437 1.0397 7.3493
S -0.1618 2.3567 7.1837
O 1.2800 2.2089 6.7591
O -0.4447 3.2551 8.2939
O -1.0762 2.7602 5.8925
H -2.3595 1.9798 4.6350
H -0.7221 1.4652 4.3408
H -0.9918 -0.3165 5.7441
H -2.5284 0.2766 6.4518
C -2.2253 0.4045 -3.4606
C -1.1657 0.2442 -4.5201
O -0.8105 1.6223 -4.8317
S -0.9266 2.6099 -3.5418
O -1.1281 4.0566 -3.8484
O 0.0759 2.2362 -2.5698
O -2.2679 1.8055 -3.2079
H -1.9741 -0.1409 -2.5509
H -3.2146 0.0074 -3.6879
H -1.5147 -0.2532 -5.4251
H -0.2145 -0.2307 -4.2797
```

Properties
Gap between HOMO and LUMO = 6.31 eV
E = -146336.7027 eV
Total charge = -1

=====

No. 6
# C18H36O6

A 6-piece molecular cluster, C18H36O6 overall (the ωB97M-V functional and the def2-TZVPD basis, the OMol25 dataset).

```
60
C18H36O6 (the ωB97M-V functional and the def2-TZVPD basis)
C -24.1428 -22.0535 -9.4856
C -23.0674 -22.9567 -8.9042
C -21.6231 -22.6155 -9.2164
O -23.3348 -23.9460 -8.2637
H -24.4889 -21.3125 -8.7670
H -24.9842 -22.7061 -9.6973
H -23.6434 -21.6090 -10.3453
H -20.9663 -23.3047 -8.6997
H -21.4433 -21.5831 -8.9091
H -21.5451 -22.7067 -10.3020
C -29.7921 -26.5233 -17.4784
C -29.3820 -26.0133 -16.1144
C -28.6202 -24.7422 -16.0207
O -29.7734 -26.5653 -15.1127
H -30.6629 -27.1611 -17.3346
H -28.9639 -26.9965 -18.0106
H -30.1123 -25.7666 -18.2030
H -27.6519 -24.8518 -15.5288
H -29.1552 -23.9195 -15.5491
H -28.3653 -24.3725 -17.0209
C -25.6563 -26.0697 -13.4074
C -25.2146 -26.1808 -11.9730
C -25.0474 -24.9228 -11.1506
O -24.8839 -27.2386 -11.4870
H -24.7664 -25.9588 -14.0337
H -26.3655 -25.2578 -13.5453
H -26.0804 -27.0341 -13.6935
H -26.0273 -24.6409 -10.7521
H -24.5769 -24.1571 -11.7633
H -24.4810 -25.2310 -10.2752
C -20.2342 -27.0730 -15.4424
C -21.7098 -26.7915 -15.4114
C -22.6524 -27.9116 -15.7662
O -22.1284 -25.6945 -15.1410
H -19.6437 -26.4368 -14.7865
H -19.8497 -26.9699 -16.4607
H -20.0070 -28.1063 -15.1647
H -23.2739 -28.1136 -14.8917
H -22.0805 -28.8262 -15.9362
H -23.2321 -27.6973 -16.6593
C -21.4387 -27.7886 -11.8581
C -20.7810 -26.4474 -11.5889
C -19.2790 -26.3091 -11.6546
O -21.4606 -25.4886 -11.2738
H -21.1998 -28.0745 -12.8839
H -22.5130 -27.7051 -11.7250
H -21.0476 -28.4867 -11.1150
H -18.9545 -26.9234 -12.4974
H -18.8302 -26.5988 -10.7048
H -19.0429 -25.2575 -11.7937
C -30.7933 -30.1395 -12.6005
C -29.3100 -30.1300 -12.5287
C -28.5268 -29.4219 -13.6098
O -28.7256 -30.7493 -11.6698
H -31.1074 -29.1430 -12.9305
H -31.1879 -30.3276 -11.6010
H -31.2659 -30.8836 -13.2399
H -29.0736 -29.4363 -14.5533
H -27.5666 -29.9161 -13.7449
H -28.3258 -28.3816 -13.3492
```

Properties
Gap between HOMO and LUMO = 9.65 eV
SMILES = CC(C)=O.CC(C)=O.CC(C)=O.CC(C)=O.CC(C)=O.CC(C)=O
ΔE to the lowest compared entry with this formula, charge and spin = 0.562 eV
E = -31533.8263 eV
Total charge = 0

=====

HOMO? In order: 1.3 -13.4 -12.0 -10.8 -4.7 -9.2 eV.